Entry 1:
This record from OMol25 describes an isolated molecule of C3H3NO2. The level of theory is the ωB97M-V functional and the def2-TZVPD basis.

Properties
HOMO-LUMO gap = 10.291 eV
E_HOMO = -9.46 eV
Multiplicity = 1

CARTESIAN COORDINATES (ANGSTROEM)
O  2.1474  0.3416  -0.0794
C  0.9070  0.2141  -0.0537
C  -0.3336  0.9674  -0.0105
C  -1.2955  0.0221  0.0626
O  -0.8192  -1.2608  0.0601
N  0.5692  -1.0687  -0.0364
H  -0.4563  2.0403  -0.0166
H  -2.3800  0.1011  0.1214
H  1.6409  -1.3686  -0.0467

---

Entry 2:
This record from OMol25 describes a cluster of 2 separate species, C3H3NO2 in total. The level of theory is the ωB97M-V functional and the def2-TZVPD basis.

Properties
HOMO-LUMO gap = 12.604 eV
E_HOMO = -12.01 eV
Multiplicity = 1

CARTESIAN COORDINATES (ANGSTROEM)
O  -4.3597  -0.2730  0.3451
C  -3.5672  0.4571  -0.0137
O  -2.7782  1.1908  -0.4341
C  0.3846  -0.4237  0.6084
C  -0.7258  -1.3075  0.1006
N  -1.6917  -1.7259  -0.3564
H  0.9707  -0.4883  -0.2951
H  0.8970  -0.7734  1.5365
H  0.1241  0.5501  0.7287

---

Entry 3:
This record from OMol25 describes an isolated molecule of C3H3NO2. The level of theory is the ωB97M-V functional and the def2-TZVPD basis.

Properties
HOMO-LUMO gap = 10.717 eV
E_HOMO = -11.37 eV
Multiplicity = 1

CARTESIAN COORDINATES (ANGSTROEM)
N  2.9151  0.0624  0.1440
C  1.8074  -0.2678  0.1007
C  0.3662  -0.6001  0.0626
O  -0.0257  -1.7397  0.0833
C  -0.5563  0.5936  -0.0443
O  -1.8891  0.2402  0.1295
H  -0.3572  1.0575  -1.0276
H  -0.2699  1.3313  0.7150
H  -1.9905  -0.6775  -0.1633

---

Entry 4:
This record from OMol25 describes a structure of composition C3H3NO2. The level of theory is the ωB97M-V functional and the def2-TZVPD basis.

Properties
HOMO-LUMO gap = 9.316 eV
E_HOMO = -9.10 eV
Multiplicity = 1

CARTESIAN COORDINATES (ANGSTROEM)
C  -0.9391  -0.2855  0.1347
O  -0.4207  0.7981  -0.4781
C  0.9616  0.9267  -0.5307
O  1.4722  1.8567  -1.0596
C  1.6620  -0.2725  0.1712
N  0.7386  -1.0117  0.5831
H  0.1031  -1.6666  0.9380
H  -1.5408  -0.0296  1.0233
H  -1.5115  -0.9327  -0.5519

---

Entry 5:
This record from OMol25 describes an isolated molecule of C3H3NO2. The level of theory is the ωB97M-V functional and the def2-TZVPD basis.

Properties
HOMO-LUMO gap = 10.847 eV
E_HOMO = -9.95 eV
Multiplicity = 1

CARTESIAN COORDINATES (ANGSTROEM)
C  0.7524  -0.4545  1.5975
C  0.3162  -0.8637  0.4412
N  -0.1143  -1.3261  -0.6263
O  -0.2030  -0.3528  -1.6692
C  -0.7373  0.8470  -1.3479
O  -1.1663  1.1850  -0.2812
H  1.8135  -0.4173  1.8122
H  0.0389  -0.0862  2.3264
H  -0.7002  1.4685  -2.2526

---

Entry 6:
This record from OMol25 describes an isolated molecule of C3H3NO2. The level of theory is the ωB97M-V functional and the def2-TZVPD basis.

Properties
HOMO-LUMO gap = 11.271 eV
E_HOMO = -10.52 eV
Multiplicity = 1

CARTESIAN COORDINATES (ANGSTROEM)
O  -1.5957  1.3580  0.5968
C  -0.6402  0.7521  0.1991
C  -0.6133  -0.6736  -0.2009
N  0.7943  -1.0173  -0.3382
C  1.4128  0.0622  -0.0793
O  0.6692  1.1759  0.2641
H  -1.3014  -0.8973  0.6901
H  -1.2187  -0.9643  -1.0587
H  2.4889  0.2245  -0.0771

---

Entry 7:
This record from OMol25 describes an isolated molecule of C3H3NO2. The level of theory is the ωB97M-V functional and the def2-TZVPD basis.

Properties
HOMO-LUMO gap = 10.908 eV
E_HOMO = -10.75 eV
Multiplicity = 1

CARTESIAN COORDINATES (ANGSTROEM)
N  -2.7859  0.1455  -0.3605
C  -1.6711  -0.0883  -0.1557
C  -0.2557  -0.0698  0.2436
O  0.1100  -1.1098  1.0711
C  0.9118  0.3020  -0.5968
O  1.9923  0.0821  -0.0764
H  -0.0823  1.0886  0.5134
H  1.1068  -1.0837  1.0020
H  0.7118  0.8162  -1.5493

---

Entry 8:
This record from OMol25 describes an isolated molecule of C3H3NO2S. The level of theory is the ωB97M-V functional and the def2-TZVPD basis.

Properties
HOMO-LUMO gap = 9.305 eV
E_HOMO = -9.30 eV
Multiplicity = 1

CARTESIAN COORDINATES (ANGSTROEM)
O  2.4137  0.8545  0.6848
C  1.2597  1.0065  0.3023
C  0.0963  0.1526  0.7769
O  -1.1997  0.7569  0.6261
N  -1.6562  0.5683  -0.6584
C  -1.1325  -0.4885  -1.1911
S  0.0351  -1.3621  -0.2770
H  1.0907  1.7744  -0.4378
H  0.2239  -0.0656  1.8637
H  -1.3360  -0.8080  -2.2015

---

Entry 9:
This record from OMol25 describes a structure of composition C3H3NO2S. The level of theory is the ωB97M-V functional and the def2-TZVPD basis.

Properties
HOMO-LUMO gap = 8.743 eV
E_HOMO = -9.44 eV
Multiplicity = 1

CARTESIAN COORDINATES (ANGSTROEM)
C  1.0811  0.0626  0.0276
C  -0.1131  -0.8593  0.2996
C  -1.3902  -0.0968  -0.2416
H  0.0946  -2.0928  -0.0992
H  -0.0213  -0.6733  1.6840
H  0.6543  1.9574  -0.7601
N  0.4921  1.2733  0.1194
O  -2.4810  -0.5177  -0.5260
O  -0.9840  1.1203  -0.1324
S  2.6675  -0.1737  -0.3712

---

Entry 10:
This record from OMol25 describes a cluster of 3 separate species, C3H3NO2S in total. The level of theory is the ωB97M-V functional and the def2-TZVPD basis.

Properties
HOMO-LUMO gap = 9.607 eV
E_HOMO = -11.13 eV
Multiplicity = 1

CARTESIAN COORDINATES (ANGSTROEM)
C  0.3202  1.5280  0.4170
C  -0.1762  2.6215  0.3687
C  1.8625  -1.8135  -0.1557
N  2.9071  -1.5748  -0.5838
O  -0.9909  -1.1838  0.3988
O  -2.9306  -1.2056  -1.0051
S  -1.8321  -0.4744  -0.4879
H  0.5776  0.5653  0.5030
H  -0.6498  3.5021  0.3745
H  0.9122  -1.9648  0.1705

---

Entry 11:
This record from OMol25 describes a cluster of 3 separate species, C3H3NO2S in total. The level of theory is the ωB97M-V functional and the def2-TZVPD basis.

Properties
HOMO-LUMO gap (alpha / beta) = 7.551 / 8.291 eV
E_HOMO (alpha / beta) = -7.12 / -10.41 eV
Multiplicity = 3

CARTESIAN COORDINATES (ANGSTROEM)
C  2.0762  -2.1146  2.5510
C  0.7038  1.0515  -0.9362
C  -2.9737  0.6173  -1.2580
N  2.3916  -2.5599  1.5755
O  -3.8075  -0.1261  -1.5096
O  -2.1616  1.3180  -0.8781
S  0.9111  2.6860  -0.8309
H  1.7704  -1.7954  3.4564
H  1.3413  0.2851  -1.3892
H  -0.2518  0.6381  -0.7811

---

Entry 12:
This record from OMol25 describes an isolated molecule of C3H3NO2S4. The level of theory is the ωB97M-V functional and the def2-TZVPD basis.

Properties
HOMO-LUMO gap (alpha / beta) = 6.714 / 5.642 eV
E_HOMO (alpha / beta) = -7.17 / -8.97 eV
Multiplicity = 3

CARTESIAN COORDINATES (ANGSTROEM)
C  0.5086  0.8557  -0.7690
C  -1.0962  -0.5928  0.4785
C  0.3156  -0.6856  -0.1506
N  1.4714  -0.8687  0.6858
O  2.2961  -1.6988  0.4458
O  1.5612  -0.0548  1.5896
S  0.7161  2.1079  0.1191
S  -2.4353  -0.8454  -0.4881
S  -0.1128  0.6010  -2.3682
S  -1.0509  0.0775  2.0520
H  0.2634  -1.3520  -0.9859
H  -0.0339  1.9133  -2.5393
H  -2.4033  0.5427  1.9303

---

| no. | E_tot (eV) |
| --- | --- |
| 1 | -8741.197 |
| 2 | -8744.717 |
| 3 | -8743.429 |
| 4 | -8740.417 |
| 5 | -8741.383 |
| 6 | -8743.804 |
| 7 | -8742.342 |
| 8 | -19577.190 |
| 9 | -19575.751 |
| 10 | -19576.033 |
| 11 | -19576.488 |
| 12 | -52078.449 |